{"formula": "C22H20Cl3CoN2OS2", "method": "the ωB97M-V functional and the def2-TZVPD basis", "charge": 0, "multiplicity": 5, "s2": 6.030, "homo_energy_ev": [-7.80, -7.58], "relative_energy_kcal_mol": 1.72, "largest_force_ev_per_a": 0.52, "e_tot_ha": -4594.8545, "symbols": ["Co", "C", "N", "C", "C", "N", "C", "C", "C", "C", "C", "C", "C", "S", "C", "C", "C", "C", "C", "C", "S", "H", "H", "H", "H", "H", "H", "H", "H", "H", "H", "H", "H", "H", "H", "H", "H", "H", "H", "Cl", "C", "C", "C", "Cl", "C", "O", "C", "Cl", "C", "H", "H"], "coordinates": [[-0.3677, 0.0280, -0.8206], [2.2798, -1.4724, -0.7907], [1.8179, -0.0684, -0.6705], [2.1169, 0.4942, 0.6653], [1.1900, -0.0645, 1.7299], [-0.2516, 0.1299, 1.4429], [-1.0083, -0.9763, 2.0633], [-0.7288, 1.4401, 1.8785], [-1.0698, 1.6400, 3.2123], [-1.5219, 2.8717, 3.6571], [-1.6343, 3.9207, 2.7556], [-1.2942, 3.7270, 1.4288], [-0.8298, 2.4942, 0.9600], [-0.3404, 2.3457, -0.7322], [2.3660, 0.7256, -1.7413], [3.6190, 1.3078, -1.6380], [4.1488, 2.0329, -2.6960], [3.4379, 2.1725, -3.8843], [2.1959, 1.5857, -4.0061], [1.6303, 0.8633, -2.9401], [0.0499, 0.2013, -3.1038], [3.3648, -1.5243, -0.6519], [2.0089, -1.8517, -1.7731], [1.7680, -2.0929, -0.0610], [2.0026, 1.5745, 0.5947], [3.1461, 0.2684, 0.9679], [1.4502, 0.4076, 2.6832], [1.3553, -1.1353, 1.8533], [-0.7989, -1.0691, 3.1328], [-0.7302, -1.9037, 1.5702], [-2.0745, -0.8042, 1.9280], [-0.9844, 0.8258, 3.9194], [-1.7860, 3.0056, 4.6979], [-1.9890, 4.8892, 3.0848], [-1.3857, 4.5382, 0.7175], [4.1928, 1.1994, -0.7276], [5.1265, 2.4861, -2.5936], [3.8542, 2.7385, -4.7068], [1.6234, 1.6851, -4.9191], [-5.7572, -4.7242, -0.2897], [-4.2335, -3.8870, -0.4307], [-4.2154, -2.5093, -0.5296], [-2.9909, -1.8802, -0.6419], [-2.9340, -0.1265, -0.7493], [-1.7506, -2.5423, -0.6706], [-0.6060, -1.9380, -0.7826], [-1.8467, -3.9426, -0.5514], [-0.3650, -4.8528, -0.5323], [-3.0510, -4.6084, -0.4383], [-5.1334, -1.9389, -0.5173], [-3.0662, -5.6859, -0.3532]]}



{"formula": "C22H20Cl3N5NiO5S2", "method": "the ωB97M-V functional and the def2-TZVPD basis", "charge": 0, "multiplicity": 3, "s2": 2.013, "homo_energy_ev": [-6.13, -6.07], "largest_force_ev_per_a": 3.89, "e_tot_ha": -5185.3553, "symbols": ["Ni", "O", "C", "C", "C", "C", "N", "C", "C", "C", "C", "C", "C", "O", "C", "C", "N", "H", "H", "H", "H", "H", "H", "H", "H", "H", "H", "H", "H", "O", "N", "N", "O", "C", "C", "C", "C", "C", "C", "H", "H", "H", "H", "H", "C", "O", "C", "S", "S", "H", "H", "H", "Cl", "C", "Cl", "Cl", "C", "N"], "coordinates": [[0.7910, -0.1500, -0.0660], [-3.7184, -4.7196, -2.3395], [-3.9990, -3.3197, -2.4332], [-2.7967, -2.5463, -1.8612], [-2.5792, -1.1771, -2.2225], [-1.5318, -0.4706, -1.6957], [-0.6893, -1.0321, -0.7875], [-0.9154, -2.3115, -0.3941], [-1.9330, -3.1286, -0.9157], [0.1822, -2.7946, 0.4539], [0.1452, -3.9885, 1.1604], [1.2189, -4.3062, 2.0476], [1.0918, -5.4845, 2.9872], [-0.2986, -5.5828, 3.3792], [2.3638, -3.4802, 1.9968], [2.3684, -2.3357, 1.2429], [1.3067, -2.0088, 0.4337], [-4.3511, -5.2259, -2.8854], [-4.9187, -3.1327, -1.8225], [-4.2460, -3.0146, -3.4395], [-3.2510, -0.6820, -2.8758], [-1.3086, 0.5451, -2.0589], [-2.0346, -4.1512, -0.5910], [-0.7809, -4.5662, 1.1095], [1.7312, -5.3224, 3.8749], [1.3779, -6.4310, 2.4625], [-0.3295, -5.8378, 4.2963], [3.2559, -3.7978, 2.4937], [3.3091, -1.7640, 1.2028], [2.2261, 1.4359, 0.8299], [2.3777, 2.6719, 0.7471], [1.4154, 3.4370, 0.3417], [0.2300, 3.0769, 0.0894], [1.8311, 4.8164, 0.2220], [3.1176, 5.1826, 0.6509], [3.5274, 6.4741, 0.4053], [2.6978, 7.3891, -0.2226], [1.4393, 7.0157, -0.6591], [0.9873, 5.7129, -0.4265], [3.7846, 4.5097, 1.1871], [4.5583, 6.7510, 0.7362], [3.0718, 8.3975, -0.5029], [0.8434, 7.8026, -1.1575], [0.0151, 5.3788, -0.7525], [-3.2610, 1.3454, 2.5162], [-2.1318, 0.9473, 1.7717], [-1.3764, -0.0627, 2.2093], [-1.8252, -1.3809, 3.0705], [0.2884, 0.3615, 1.9527], [-4.0966, 1.5078, 1.7889], [-3.0063, 2.3006, 2.9497], [-3.5425, 0.6088, 3.2580], [2.3565, 2.6347, -4.4164], [1.2245, 1.2297, -4.3763], [-0.5592, 1.7392, -4.4166], [1.5435, 0.0316, -5.6065], [1.3799, 0.6411, -3.0242], [1.4228, 0.2610, -1.9183]]}



{"formula": "C22H20Cl5N3Ni", "method": "the ωB97M-V functional and the def2-TZVPD basis", "charge": 0, "homo_energy_ev": [-7.03, -7.03], "relative_energy_kcal_mol": 0.00, "largest_force_ev_per_a": 0.91, "e_tot_ha": -4823.8871, "symbols": ["Ni", "C", "N", "C", "C", "C", "C", "C", "C", "C", "N", "C", "C", "C", "C", "C", "C", "N", "C", "C", "H", "H", "H", "H", "H", "H", "H", "H", "H", "H", "H", "H", "H", "H", "H", "H", "H", "H", "H", "H", "Cl", "C", "C", "C", "Cl", "C", "Cl", "C", "Cl", "C", "Cl"], "coordinates": [[-0.3229, 0.2670, -0.1009], [0.0766, 2.6414, 1.6298], [0.0398, 1.1703, 1.6721], [-1.0026, 0.7458, 2.6414], [1.3075, 0.5686, 2.1031], [2.2222, 1.1858, 2.9246], [3.3678, 0.4960, 3.3200], [3.5613, -0.8034, 2.8867], [2.6431, -1.4339, 2.0569], [1.4941, -0.7512, 1.6438], [0.5389, -1.1549, 0.7525], [0.3746, -2.3911, 0.1870], [0.6266, -3.6387, 0.7653], [0.2852, -4.7975, 0.0830], [-0.3045, -4.7444, -1.1688], [-0.5422, -3.5088, -1.7653], [-0.1965, -2.3532, -1.0975], [-0.3254, -1.0043, -1.6651], [-1.4574, -0.8912, -2.6008], [0.9296, -0.6724, -2.3888], [0.1989, 3.0601, 2.6323], [-0.8617, 3.0028, 1.2173], [0.8955, 2.9678, 0.9932], [-1.9688, 1.1383, 2.3327], [-0.7507, 1.1300, 3.6337], [-1.0433, -0.3403, 2.6698], [2.0657, 2.2019, 3.2610], [4.0962, 0.9784, 3.9570], [4.4542, -1.3395, 3.1831], [2.8355, -2.4353, 1.7006], [1.0456, -3.6962, 1.7598], [0.4677, -5.7572, 0.5499], [-0.5822, -5.6538, -1.6836], [-0.9901, -3.4700, -2.7490], [-1.3036, -1.5228, -3.4789], [-1.5363, 0.1413, -2.9316], [-2.3770, -1.1825, -2.1007], [1.0897, -1.3905, -3.1983], [1.7667, -0.7161, -1.6951], [0.8545, 0.3339, -2.7962], [1.2823, 2.8822, -1.8164], [-0.4555, 2.8374, -1.7339], [-1.0471, 1.7956, -1.0408], [-2.4406, 1.8510, -0.9491], [-3.1959, 0.5722, -0.0363], [-3.2209, 2.8501, -1.5140], [-4.9318, 2.8512, -1.3484], [-2.5767, 3.8662, -2.2236], [-3.5012, 5.1261, -2.9452], [-1.1883, 3.8630, -2.3326], [-0.3966, 5.1252, -3.1956]]}



{"formula": "C22H20FeN2O3S", "method": "the ωB97M-V functional and the def2-TZVPD basis", "charge": 0, "multiplicity": 5, "s2": 6.012, "homo_energy_ev": [-7.34, -7.50], "relative_energy_kcal_mol": 0.00, "largest_force_ev_per_a": 0.65, "e_tot_ha": -2847.4965, "symbols": ["Fe", "O", "C", "C", "C", "C", "C", "C", "C", "N", "N", "C", "O", "C", "C", "C", "C", "C", "C", "H", "H", "H", "H", "H", "H", "H", "H", "H", "H", "C", "C", "C", "C", "C", "C", "C", "S", "C", "O", "H", "H", "H", "H", "H", "H", "H", "H", "H", "H"], "coordinates": [[-2.4627, 0.0839, -1.3095], [-2.4999, -1.1351, -2.7736], [-1.4430, -1.7195, -3.2892], [-1.3490, -1.8714, -4.6852], [-0.2709, -2.5021, -5.2695], [0.7582, -3.0327, -4.4929], [0.6851, -2.9024, -3.1217], [-0.3779, -2.2402, -2.4981], [-0.3198, -2.0729, -1.0533], [-1.0235, -1.1916, -0.4571], [-0.9415, -1.0882, 0.9186], [-1.8704, -0.2735, 1.3495], [-2.7498, 0.3267, 0.6053], [-1.9327, -0.0178, 2.8128], [-0.9472, -0.5126, 3.6650], [-1.0352, -0.2944, 5.0295], [-2.1071, 0.4166, 5.5550], [-3.0844, 0.9184, 4.7084], [-2.9971, 0.7043, 3.3408], [-2.1580, -1.4758, -5.2853], [-0.2309, -2.5917, -6.3486], [1.5926, -3.5422, -4.9550], [1.4735, -3.3095, -2.4969], [0.3531, -2.7029, -0.4696], [-0.1227, -1.0688, 3.2409], [-0.2696, -0.6847, 5.6881], [-2.1814, 0.5737, 6.6236], [-3.9194, 1.4753, 5.1138], [-3.7499, 1.0894, 2.6672], [3.3120, 1.1150, 2.7979], [2.5818, 1.1845, 1.4873], [1.4641, 2.0027, 1.3395], [0.7578, 2.0400, 0.1503], [1.1842, 1.2518, -0.9067], [2.2845, 0.4176, -0.7847], [2.9858, 0.3995, 0.4098], [0.2394, 1.1792, -2.4064], [0.8256, 2.6531, -3.2357], [-1.1719, 1.5635, -2.0068], [3.1587, 2.0195, 3.3848], [4.3826, 0.9784, 2.6469], [2.9508, 0.2712, 3.3895], [1.1330, 2.6067, 2.1754], [-0.1337, 2.6461, 0.0477], [2.5814, -0.2196, -1.6100], [3.8454, -0.2511, 0.5156], [0.7029, 3.5086, -2.5742], [0.2245, 2.7672, -4.1353], [1.8726, 2.5077, -3.4980]]}



{"formula": "C22H20NO8ReS2Se3Te", "method": "the ωB97M-V functional and the def2-TZVPD basis", "charge": -1, "multiplicity": 4, "s2": 3.831, "homo_energy_ev": [-4.02, -4.16], "relative_energy_kcal_mol": 30.17, "largest_force_ev_per_a": 0.49, "e_tot_ha": -9854.0924, "symbols": ["Re", "Se", "Se", "Te", "Se", "O", "S", "O", "O", "C", "C", "C", "C", "C", "C", "S", "O", "O", "O", "H", "H", "H", "H", "N", "C", "C", "O", "O", "H", "H", "H", "H", "H", "C", "C", "C", "C", "C", "C", "C", "C", "C", "C", "C", "C", "C", "C", "H", "H", "H", "H", "H", "H", "H", "H", "H", "H", "H"], "coordinates": [[1.5686, -2.6889, -0.2151], [3.4774, -3.6919, 0.7630], [3.1708, -3.8987, 3.0571], [-0.1833, -6.3022, 1.0830], [0.0615, -4.4518, -0.6404], [2.7344, -1.0030, -1.2992], [1.9096, -1.0674, -2.5333], [2.6070, -1.5300, -3.6931], [0.6995, -1.8315, -2.1559], [1.4659, 0.6241, -2.9311], [2.5514, 1.3369, -3.4294], [2.4291, 2.6654, -3.7978], [1.2084, 3.3036, -3.6737], [0.1191, 2.6106, -3.1757], [0.2372, 1.2772, -2.8008], [-1.2820, 0.5616, -2.2123], [-1.6373, -0.5564, -3.0164], [-2.2263, 1.6183, -2.0197], [-0.8010, 0.0361, -0.7894], [3.4989, 0.8265, -3.5361], [3.2914, 3.1958, -4.1802], [1.0986, 4.3444, -3.9478], [-0.8347, 3.1008, -3.0487], [0.0775, -3.2964, 2.7436], [0.2731, -1.9457, 3.3000], [0.8081, -0.9115, 2.3153], [0.9409, 0.2120, 2.7440], [1.0076, -1.2322, 1.0648], [1.0381, -3.7685, 2.7077], [-0.3302, -3.3072, 1.8061], [-0.5151, -3.8942, 3.3162], [1.0069, -2.0272, 4.0995], [-0.6697, -1.5689, 3.6866], [1.5331, 4.5414, -0.4549], [0.2090, 4.8935, -0.2309], [-0.6996, 3.9369, 0.1979], [-0.2977, 2.6181, 0.3942], [1.0331, 2.2688, 0.1611], [1.9408, 3.2293, -0.2576], [-1.2494, 1.6152, 0.9098], [-1.4593, 0.4115, 0.3930], [-2.2340, -0.6994, 0.9799], [-2.8074, -0.5899, 2.2494], [-3.4550, -1.6699, 2.8253], [-3.5191, -2.8879, 2.1572], [-2.9512, -3.0071, 0.8981], [-2.3254, -1.9177, 0.3060], [2.2456, 5.2892, -0.7819], [-0.1158, 5.9156, -0.3826], [-1.7332, 4.2097, 0.3759], [1.3534, 1.2499, 0.3372], [2.9727, 2.9466, -0.4259], [-1.7855, 1.8684, 1.8153], [-2.7206, 0.3346, 2.8049], [-3.8923, -1.5669, 3.8109], [-3.9993, -3.7418, 2.6177], [-2.9675, -3.9574, 0.3805], [-1.8766, -2.0301, -0.6712]]}



{"formula": "C22H20O11S", "method": "the ωB97M-V functional and the def2-TZVPD basis", "smiles": "C=CCC1=C(CSCC)C(=O)OC1=O.O=C1C=C(O)C(=O)C=C1O.O=C1C=C(O)C(=O)C=C1O", "charge": 0, "homo_energy_ev": -8.14, "largest_force_ev_per_a": 5.16, "e_tot_ha": -2075.9238, "symbols": ["C", "C", "C", "C", "C", "C", "S", "C", "C", "C", "O", "O", "C", "O", "H", "H", "H", "H", "H", "H", "H", "H", "H", "H", "H", "H", "C", "C", "C", "O", "C", "C", "C", "O", "O", "O", "H", "H", "H", "H", "C", "C", "C", "O", "C", "C", "C", "O", "O", "O", "H", "H", "H", "H"], "coordinates": [[-0.3738, -0.2990, 3.9156], [-1.8221, -0.2987, 4.0524], [-2.7220, -0.1244, 2.7463], [-3.8444, 1.0020, 2.8423], [-4.1567, 1.8911, 1.7678], [-3.5270, 1.9868, 0.3084], [-1.9723, 2.9927, 0.1885], [-1.8941, 4.2710, 1.5289], [-1.4863, 3.6586, 2.9678], [-5.3560, 2.8293, 2.2535], [-5.7135, 3.9381, 1.8164], [-5.9670, 2.0433, 3.3066], [-4.8649, 1.4002, 3.9960], [-4.8594, 1.2227, 5.2222], [0.2626, -1.2487, 4.0600], [0.2210, 0.6578, 3.6939], [-2.3057, -0.4599, 5.0702], [-2.0117, 0.1757, 1.8842], [-3.1322, -1.1622, 2.4443], [-3.2508, 0.9065, 0.0046], [-4.3648, 2.3105, -0.4018], [-1.0390, 4.9913, 1.2352], [-2.8343, 4.9372, 1.5993], [-2.1873, 4.1230, 3.7442], [-0.4025, 3.9215, 3.2488], [-1.5318, 2.5080, 2.9512], [0.9047, -3.2335, 1.0710], [1.4745, -4.3547, 0.6237], [2.7005, -4.3179, -0.2245], [3.2046, -5.3619, -0.5996], [3.2514, -3.0059, -0.5794], [2.6796, -1.8858, -0.1348], [1.4709, -1.9231, 0.7350], [0.9856, -0.8787, 1.1378], [3.1796, -0.6588, -0.4589], [0.9597, -5.5780, 0.9247], [0.0164, -3.2460, 1.6889], [4.1285, -2.9924, -1.2080], [2.5934, -0.0140, -0.0162], [1.5498, -6.2227, 0.4871], [3.5837, 0.9943, -4.9417], [3.8953, 0.1270, -3.9757], [3.3436, -1.2589, -3.9683], [3.6646, -2.0318, -3.0808], [2.4209, -1.6372, -5.0430], [2.1068, -0.7685, -6.0066], [2.6798, 0.6075, -6.0292], [2.3846, 1.3676, -6.9352], [1.2501, -1.1047, -7.0088], [4.7302, 0.4733, -2.9587], [3.9784, 2.0014, -4.9602], [2.0139, -2.6392, -5.0164], [1.1886, -0.3104, -7.5751], [4.7965, -0.3216, -2.3940]]}